{"formula": "C33H57BrCuN2O2Si", "method": "ωB97M-V with the def2-TZVPD basis set", "elements": ["O", "O", "C", "C", "H", "H", "H", "H", "H", "C", "C", "H", "H", "H", "H", "H", "C", "C", "C", "H", "H", "H", "H", "H", "C", "H", "H", "H", "H", "H", "H", "N", "C", "C", "C", "C", "H", "H", "H", "C", "H", "H", "H", "N", "C", "C", "C", "C", "H", "C", "H", "C", "H", "C", "C", "C", "C", "C", "C", "H", "C", "H", "C", "H", "C", "C", "Cu", "H", "H", "H", "H", "H", "H", "H", "H", "H", "H", "H", "H", "H", "C", "Si", "H", "H", "C", "C", "C", "H", "H", "H", "H", "H", "H", "H", "H", "H", "Br"], "xyz": [[2.16, 2.80, -3.11], [3.06, 0.55, -3.86], [0.81, 3.26, -3.03], [0.67, 4.79, -2.89], [0.32, 2.76, -2.16], [0.26, 2.91, -3.93], [0.51, 5.00, -1.79], [-0.23, 5.10, -3.49], [1.61, 5.23, -3.26], [2.84, 2.67, -1.87], [4.31, 2.68, -2.06], [2.50, 1.77, -1.35], [2.47, 3.45, -1.21], [4.61, 1.83, -2.69], [4.80, 2.66, -1.09], [4.63, 3.56, -2.60], [4.22, -0.38, -3.75], [3.00, 1.24, -5.18], [4.55, -0.69, -2.32], [5.06, 0.12, -4.23], [4.00, -1.29, -4.30], [5.32, -0.02, -1.93], [5.01, -1.68, -2.24], [3.67, -0.64, -1.70], [4.10, 2.22, -5.37], [2.01, 1.70, -5.26], [3.00, 0.43, -5.92], [3.94, 3.02, -4.66], [4.12, 2.58, -6.41], [5.08, 1.77, -5.21], [2.41, 0.68, -3.25], [-0.26, -0.04, 1.06], [-0.53, -0.72, 2.18], [-0.48, -2.10, 2.30], [0.13, -2.98, 1.44], [-0.86, 0.08, 3.45], [-1.65, 0.83, 3.26], [0.02, 0.59, 3.86], [-1.22, -0.65, 4.19], [0.45, -4.38, 1.99], [1.52, -4.59, 1.99], [-0.06, -5.17, 1.42], [0.09, -4.43, 3.03], [0.51, -2.64, 0.20], [0.00, 1.34, 1.08], [-1.05, 2.27, 0.84], [-2.47, 1.82, 0.74], [-0.74, 3.63, 0.72], [-1.54, 4.33, 0.44], [0.54, 4.07, 1.00], [0.77, 5.15, 0.94], [1.54, 3.18, 1.39], [2.52, 3.53, 1.69], [1.29, 1.80, 1.41], [2.36, 0.87, 1.87], [1.15, -3.55, -0.66], [0.38, -4.39, -1.51], [-1.10, -4.54, -1.23], [1.00, -5.10, -2.53], [0.37, -5.72, -3.16], [2.37, -4.99, -2.72], [2.81, -5.51, -3.55], [3.14, -4.25, -1.87], [4.24, -4.17, -2.01], [2.57, -3.57, -0.81], [3.37, -2.76, 0.17], [-0.06, -0.98, -0.69], [-2.65, 1.17, -0.14], [-3.13, 2.68, 0.64], [-2.81, 1.23, 1.60], [2.33, -0.09, 1.31], [2.23, 0.63, 2.95], [3.36, 1.31, 1.75], [-1.62, -5.00, -2.08], [-1.57, -3.54, -1.03], [-1.30, -5.20, -0.35], [3.13, -3.00, 1.24], [3.20, -1.66, 0.06], [4.44, -2.93, 0.01], [-0.76, -2.49, 3.30], [0.91, -0.10, -2.21], [0.12, -0.89, -3.78], [1.67, -0.59, -1.60], [0.68, 0.95, -1.84], [-0.69, 0.49, -4.73], [-1.22, -2.29, -3.89], [1.41, -1.82, -4.81], [0.91, -2.60, -5.40], [2.17, -2.33, -4.21], [1.89, -1.16, -5.53], [-1.40, 1.01, -4.07], [-1.22, 0.01, -5.56], [0.05, 1.19, -5.13], [-2.22, -1.91, -3.75], [-1.02, -3.11, -3.24], [-1.11, -2.60, -4.92], [-2.20, -0.78, -1.52]], "energy_ha": -6055.48396, "e_above_lowest_kcal_mol": 110.62, "spin_multiplicity": 2, "lumo_energy_ev": [0.184, -0.257]}

{"formula": "C2H3NOS", "method": "ωB97M-V with the def2-TZVPD basis set", "elements": ["C", "C", "N", "O", "S", "H", "H", "H"], "xyz": [[1.72, 0.39, 0.56], [-1.61, -0.71, -0.35], [1.16, 1.12, -0.23], [-0.75, -0.47, 0.47], [2.31, -0.54, 1.65], [-2.20, -1.73, -0.28], [-2.02, -0.01, -1.14], [1.40, 1.96, -0.68]], "energy_ha": -606.13170, "e_above_lowest_kcal_mol": 34.93, "spin_multiplicity": 1, "lumo_energy_ev": 0.762, "smiles": "N=C=S.C=O"}

{"formula": "C21H35ClErO5P2", "method": "ωB97M-V with the def2-TZVPD basis set", "elements": ["C", "C", "C", "P", "C", "C", "C", "C", "C", "O", "C", "O", "C", "C", "C", "Cl", "O", "C", "O", "C", "C", "C", "C", "C", "C", "C", "P", "C", "O", "H", "H", "H", "H", "H", "H", "H", "H", "H", "H", "H", "H", "H", "H", "H", "H", "H", "H", "H", "H", "H", "H", "H", "H", "H", "H", "H", "H", "H", "H", "H", "H", "H", "H", "H", "Er"], "xyz": [[2.36, 2.67, 0.31], [1.07, 2.11, 0.43], [-0.47, 1.47, 0.50], [-1.53, 3.02, 0.21], [-3.37, 2.80, 0.61], [-0.77, 4.62, 0.92], [-0.87, 0.36, -0.69], [0.40, -0.54, -1.29], [1.29, 0.26, -2.41], [1.57, -0.57, -3.62], [2.89, -1.20, -3.55], [3.76, -0.97, -4.58], [-1.82, 0.85, -1.93], [-1.99, -0.21, -3.16], [-3.14, 0.47, -4.18], [-2.64, -1.88, -2.71], [-1.84, -0.47, 0.11], [-1.89, -0.25, 1.57], [-2.86, -0.72, 2.37], [-0.54, 0.64, 1.91], [0.63, -0.48, 2.26], [0.16, -2.03, 2.07], [1.51, -2.96, 2.41], [2.47, -3.19, 1.10], [1.77, -4.28, 0.05], [2.88, -5.19, -0.77], [-0.55, 1.64, 3.58], [-2.14, 2.68, 3.76], [0.84, 2.75, 3.57], [3.29, 3.39, 0.23], [-3.73, 1.71, 0.83], [-3.98, 3.15, -0.36], [-3.70, 3.55, 1.46], [-0.04, 5.08, 0.12], [-1.59, 5.45, 1.14], [-0.14, 4.50, 1.90], [0.03, -1.55, -1.79], [1.16, -0.88, -0.45], [2.37, 0.47, -1.94], [0.82, 1.25, -2.80], [3.27, -1.93, -2.72], [-1.29, 1.81, -2.39], [-2.93, 1.15, -1.59], [-1.02, -0.32, -3.85], [-4.14, 0.43, -3.54], [-3.28, -0.14, -5.17], [-2.94, 1.62, -4.36], [1.62, -0.34, 1.64], [0.96, -0.36, 3.40], [-0.10, -2.29, 0.95], [-0.66, -2.40, 2.84], [2.11, -2.32, 3.22], [1.22, -4.01, 2.86], [2.76, -2.18, 0.56], [3.52, -3.68, 1.41], [1.05, -3.71, -0.69], [1.10, -5.03, 0.69], [2.30, -5.78, -1.63], [3.67, -4.51, -1.33], [3.47, -5.94, -0.08], [-2.43, 2.90, 4.90], [-3.10, 2.13, 3.31], [-2.09, 3.73, 3.23], [1.60, 2.19, 3.23], [3.66, 1.44, -2.12]], "energy_ha": -3353.55082, "total_charge": 3, "e_above_lowest_kcal_mol": 253.29, "spin_multiplicity": 4, "lumo_energy_ev": [-11.409, -12.034]}

{"formula": "C4H16N2O2", "method": "ωB97M-V with the def2-TZVPD basis set", "elements": ["C", "N", "C", "C", "C", "N", "H", "H", "H", "H", "H", "H", "H", "H", "H", "H", "H", "H", "H", "H", "O", "H", "H", "O"], "xyz": [[1.47, 0.07, 2.42], [0.74, -0.15, 1.08], [0.60, 1.10, 0.29], [0.49, 0.71, -1.27], [-0.74, -0.12, -1.59], [-2.05, 0.64, -1.40], [2.51, 0.00, 2.33], [1.09, 0.96, 2.95], [1.22, -0.83, 3.04], [-0.22, -0.44, 1.35], [1.62, 1.55, 0.38], [-0.23, 1.85, 0.58], [1.38, 0.21, -1.52], [0.54, 1.72, -1.81], [-0.76, -1.10, -1.07], [-0.71, -0.48, -2.56], [-2.01, 1.60, -1.74], [-2.73, 0.13, -1.84], [2.20, -1.89, -1.71], [1.41, -2.57, -0.54], [1.54, -2.53, -1.52], [-2.52, -0.42, 0.69], [-2.30, 0.43, 1.85], [-2.55, -0.46, 1.61]], "energy_ha": -421.94049, "e_above_lowest_kcal_mol": 31.96, "spin_multiplicity": 1, "lumo_energy_ev": 0.848, "smiles": "CNCCCN.O.O"}

{"formula": "C5H6N2", "method": "ωB97M-V with the def2-TZVPD basis set", "elements": ["N", "C", "C", "C", "C", "C", "N", "H", "H", "H", "H", "H", "H"], "xyz": [[2.21, -0.08, 1.69], [1.74, 0.16, 0.66], [1.11, 0.37, -0.63], [-0.05, -0.46, -1.00], [-0.82, -0.84, 0.26], [-1.01, 0.68, 0.45], [-0.21, 1.00, -0.78], [1.80, 0.67, -1.42], [-0.15, -0.92, -1.98], [-1.75, -1.40, 0.11], [-0.22, -1.35, 1.02], [-2.04, 1.01, 0.27], [-0.63, 1.15, 1.36]], "energy_ha": -303.54889, "e_above_lowest_kcal_mol": 54.71, "spin_multiplicity": 1, "lumo_energy_ev": 0.963, "smiles": "N#C[C@H]1[C@H]2CCN21"}